P | Density functional theory data (ωB97M-V/def2-TZVPD) for a 10-piece molecular cluster, C60H150N10O20 overall.

Positions of all 240 atoms, in Å:
C 12.91487 1.71842 27.46985
O 12.50396 2.17981 26.15789
C 12.01951 1.28680 25.17289
C 11.19612 2.09439 24.16196
N 9.88551 2.56693 24.61068
C 9.23983 3.21180 23.48102
C 9.88428 4.46559 22.86417
O 10.21014 5.45408 23.85978
C 10.86052 6.53714 23.23958
H 12.10572 1.61430 28.19380
H 13.60315 2.48979 27.81431
H 13.49929 0.81402 27.29476
H 11.52688 0.40314 25.58558
H 12.97123 0.92592 24.76762
H 11.04138 1.42920 23.30903
H 11.80813 2.93726 23.82847
H 10.19623 3.21921 25.32576
H 8.24350 3.51059 23.81688
H 9.08237 2.50443 22.66589
H 9.15961 4.89783 22.16873
H 10.74513 4.13409 22.27722
H 10.23442 7.05524 22.50854
H 11.74761 6.13001 22.74636
H 11.16211 7.25099 24.00470
C 16.92544 5.76770 20.55915
O 16.48049 5.69674 21.90006
C 16.06009 4.41917 22.30375
C 15.06146 4.56601 23.44787
N 15.45831 5.36679 24.57253
C 14.34618 5.52736 25.53715
C 14.54106 6.64617 26.51401
O 14.97314 7.81904 25.83920
C 15.59898 8.81647 26.60591
H 16.05042 5.56049 19.93361
H 17.69401 5.04187 20.28882
H 17.21847 6.78798 20.31695
H 16.90324 3.77934 22.58623
H 15.56374 3.87598 21.49551
H 14.82154 3.54018 23.73922
H 14.20272 4.90851 22.85446
H 15.72772 6.27002 24.20196
H 14.22652 4.62567 26.14007
H 13.37328 5.73876 25.07950
H 15.26221 6.30030 27.26279
H 13.64871 6.86356 27.10418
H 15.93951 9.67307 26.02167
H 16.45671 8.47371 27.18745
H 14.88517 9.33033 27.25868
C 7.86660 8.50029 28.35269
O 6.77858 7.69680 28.81771
C 6.97727 6.27378 28.82319
C 7.02609 5.70257 27.40509
N 5.79989 5.97645 26.68021
C 5.85233 5.44137 25.33400
C 6.91726 6.09566 24.46533
O 6.80733 7.51350 24.56579
C 7.96332 8.15480 24.13698
H 8.01674 8.34630 27.28105
H 8.80162 8.18257 28.82388
H 7.67629 9.54922 28.56681
H 6.18115 5.77448 29.37277
H 7.93716 6.12680 29.32622
H 7.08884 4.61717 27.51163
H 7.93827 6.05849 26.91548
H 5.69948 6.98418 26.66679
H 4.88417 5.61782 24.85874
H 6.00366 4.36362 25.36823
H 6.84222 5.80023 23.41324
H 7.90882 5.76566 24.78292
H 7.90358 9.23801 24.26083
H 8.06881 7.98668 23.06031
H 8.88498 7.89565 24.66501
C 10.81699 7.99009 19.31802
O 9.51977 7.51667 18.97974
C 9.41468 6.09232 18.85370
C 7.93089 5.69456 19.07791
N 7.53862 5.86925 20.48173
C 6.18985 5.38638 20.74787
C 5.09266 6.30704 20.12363
O 5.32421 7.70758 20.16446
C 5.13327 8.19266 21.46223
H 10.84240 9.07774 19.37255
H 11.51040 7.54529 18.60455
H 11.03288 7.72262 20.35721
H 10.01556 5.52808 19.57078
H 9.70344 5.78827 17.84446
H 7.93279 4.63612 18.81069
H 7.23784 6.23581 18.43042
H 7.58362 6.84857 20.73137
H 6.07596 5.45557 21.83196
H 6.01607 4.34970 20.46181
H 4.11043 6.04957 20.53394
H 4.90420 6.02091 19.08635
H 4.15778 7.91662 21.87098
H 5.19213 9.28072 21.45545
H 5.91920 7.81036 22.12019
C 12.32861 -1.66651 23.20758
O 10.96401 -1.29060 23.33056
C 10.29759 -1.08230 22.10066
C 8.81295 -0.80110 22.30224
N 8.24923 -1.99941 22.94250
C 6.85063 -2.10550 22.62492
C 6.16318 -3.16871 23.47394
O 6.51497 -2.91531 24.81955
C 5.81861 -3.76147 25.72112
H 12.36193 -2.65926 22.74994
H 12.70416 -1.62944 24.22663
H 12.92279 -1.05622 22.52074
H 10.34962 -2.02204 21.54063
H 10.79087 -0.31982 21.48956
H 8.34500 -0.60685 21.33636
H 8.67114 0.11722 22.87881
H 8.41635 -2.00165 23.93924
H 6.83263 -2.40548 21.57399
H 6.34968 -1.13875 22.73592
H 6.40798 -4.17517 23.12890
H 5.09325 -2.95952 23.37932
H 6.15723 -4.79927 25.68241
H 4.73590 -3.63869 25.67459
H 6.14924 -3.45768 26.71643
C 9.88836 -0.97113 29.04876
O 9.27418 0.24969 28.70079
C 8.65069 0.28180 27.44241
C 8.00415 1.66841 27.24004
N 7.32422 1.99348 26.00073
C 6.56590 0.89644 25.40973
C 5.63909 1.35793 24.27055
O 6.39874 1.33578 23.06630
C 5.78610 1.82615 21.91241
H 10.39708 -1.33624 28.15092
H 9.22570 -1.75471 29.42070
H 10.69695 -0.77139 29.75169
H 7.82515 -0.43214 27.54128
H 9.30817 -0.06321 26.63961
H 8.72510 2.44102 27.51228
H 7.22050 1.71229 28.00289
H 8.05416 2.27503 25.35349
H 6.03782 0.34292 26.18681
H 7.26364 0.19585 24.93834
H 5.35164 2.37887 24.53112
H 4.74048 0.74874 24.14948
H 5.39616 2.83767 22.04747
H 5.01915 1.12358 21.57391
H 6.55981 1.86810 21.14503
C 15.45969 -3.66825 22.78919
O 15.21134 -2.66177 23.76147
C 15.98371 -1.47941 23.53256
C 15.93937 -0.47010 24.68726
N 16.71709 0.77151 24.39276
C 16.49053 1.83423 25.39834
C 17.04231 1.43453 26.77007
O 15.98670 0.74214 27.44599
C 16.17335 0.65655 28.84012
H 15.30151 -3.35221 21.75439
H 14.77297 -4.48383 23.00704
H 16.49741 -4.01163 22.80939
H 15.81756 -1.00576 22.56150
H 17.00952 -1.86022 23.46240
H 16.31284 -0.95660 25.59132
H 14.93366 -0.14201 24.95249
H 17.70344 0.55084 24.36378
H 15.45239 2.14832 25.51203
H 17.00874 2.74770 25.09886
H 17.31917 2.31878 27.35075
H 17.93024 0.80564 26.66626
H 15.32380 0.19144 29.33887
H 16.26280 1.63765 29.31744
H 17.09429 0.11683 29.07484
C 17.75585 2.10575 19.28302
O 16.47507 2.16538 19.88937
C 16.01469 0.96875 20.44525
C 14.67617 1.16379 21.19101
N 13.64778 1.61307 20.30294
C 12.43152 1.92251 21.01062
C 11.29493 2.04577 19.98791
O 10.14829 2.43525 20.72874
C 8.96512 2.47843 19.97326
H 17.90287 3.02118 18.70902
H 17.80000 1.37501 18.47025
H 18.52644 1.94783 20.03772
H 16.69318 0.52809 21.18283
H 15.86714 0.21601 19.66497
H 14.82236 1.79780 22.07176
H 14.30896 0.17611 21.47959
H 13.95425 2.42704 19.78386
H 12.57603 2.85808 21.56094
H 12.20580 1.13572 21.73212
H 11.03245 1.11153 19.48875
H 11.57088 2.87707 19.33249
H 8.60756 1.45722 19.81871
H 9.18920 2.97877 19.02742
H 8.26175 3.08960 20.53818
C 12.80280 0.46418 34.41290
O 12.18354 0.91206 33.23912
C 10.81056 1.17730 33.45622
C 10.11993 1.63214 32.14458
N 10.75027 2.78034 31.55952
C 10.14060 3.26368 30.32450
C 11.06136 4.33824 29.74954
O 10.60489 4.59344 28.41874
C 11.14366 5.77497 27.91280
H 12.69485 1.16315 35.24537
H 13.85718 0.42130 34.13690
H 12.45431 -0.53351 34.68972
H 10.66972 2.04991 34.10040
H 10.25524 0.30386 33.80378
H 9.04770 1.78813 32.26239
H 10.25754 0.81259 31.42764
H 11.75340 2.70077 31.48420
H 9.12815 3.63956 30.49230
H 9.92025 2.48831 29.58416
H 12.13693 4.13280 29.77098
H 11.04577 5.18567 30.44384
H 11.01997 6.59161 28.63064
H 10.68798 5.92972 26.93446
H 12.22698 5.70907 27.77326
C 10.84191 9.66033 26.95321
O 11.80765 10.45336 26.23825
C 12.50561 9.80391 25.17421
C 11.92676 10.12004 23.80545
N 12.41152 9.26768 22.70537
C 13.85306 9.11975 22.62632
C 14.21041 8.31078 21.36204
O 13.73886 9.05294 20.22374
C 14.12642 8.57404 18.95231
H 11.46284 9.23802 27.74764
H 10.35002 8.83526 26.43619
H 10.13390 10.37852 27.36184
H 12.59126 8.76045 25.48193
H 13.49303 10.26820 25.18639
H 12.05913 11.16226 23.50102
H 10.85211 9.93746 23.71634
H 11.98654 9.42617 21.80482
H 14.25973 8.59231 23.49146
H 14.38654 10.07596 22.57358
H 13.66597 7.36324 21.36138
H 15.28325 8.16998 21.22333
H 13.80521 9.27116 18.18083
H 13.75471 7.57343 18.72000
H 15.21993 8.53366 18.96475

Values from the calculation:
**2S+1**: 1
**HOMO**: -8.1 eV
**E_LUMO**: 0.018 Ha

***

Q | Density functional theory data (ωB97M-V/def2-TZVPD) for a 10-piece molecular cluster, C60H150N10O20 overall.

Positions of all 240 atoms, in Å:
C -2.35257 3.03636 -3.56822
O -1.17038 3.58494 -4.17111
C -0.52287 2.64215 -4.93316
C 0.84794 3.13875 -5.38919
N 1.41244 2.11864 -6.25272
C 2.86707 2.27105 -6.29306
C 3.37058 1.73149 -7.61151
O 2.93535 2.66181 -8.64691
C 3.03711 2.11903 -9.94322
H -2.85795 2.53339 -4.39266
H -2.97668 3.88487 -3.28778
H -2.19341 2.37420 -2.71715
H -1.06388 2.29850 -5.81481
H -0.30027 1.78870 -4.29272
H 1.48779 3.27137 -4.51678
H 0.63304 4.09914 -5.85778
H 1.12937 2.38865 -7.18388
H 3.23209 1.73793 -5.41520
H 3.17355 3.31416 -6.21498
H 2.99404 0.71567 -7.73159
H 4.45217 1.66629 -7.72988
H 2.85265 2.94822 -10.62623
H 2.27605 1.38194 -10.19930
H 4.01895 1.72366 -10.20356
C 2.11663 -10.01695 5.36879
O 1.16532 -9.05598 5.82660
C 1.66441 -8.06497 6.72709
C 0.71305 -6.89398 6.47565
N 0.95410 -6.40519 5.17022
C 0.11307 -5.23182 4.82679
C 0.77020 -3.93355 5.41348
O 0.11451 -2.77565 4.81009
C -1.14807 -2.43158 5.36895
H 1.59615 -10.56397 4.58268
H 2.25223 -10.71229 6.19718
H 3.10688 -9.74786 5.00124
H 2.68551 -7.72835 6.54783
H 1.63812 -8.45821 7.74334
H 1.01420 -6.06887 7.12109
H -0.32704 -7.17877 6.63441
H 0.81327 -7.16220 4.51661
H -0.88427 -5.37990 5.24088
H 0.02137 -5.14303 3.74428
H 1.76187 -3.92252 4.96121
H 0.85345 -3.93617 6.50029
H -1.48478 -1.46812 4.98625
H -0.99020 -2.27313 6.43575
H -1.89469 -3.21306 5.22775
C 6.94078 2.05211 -5.18819
O 6.64569 1.37479 -3.93320
C 7.36969 1.98924 -2.83653
C 7.32076 1.21417 -1.50364
N 7.76432 -0.15624 -1.74962
C 7.46244 -1.17071 -0.67095
C 6.02200 -1.54206 -0.37771
O 5.53787 -2.38439 -1.40747
C 4.16909 -2.78607 -1.23443
H 6.86553 3.13949 -5.18068
H 6.44730 1.61624 -6.05687
H 7.97496 1.90140 -5.49777
H 6.92092 2.96365 -2.64357
H 8.41665 2.10816 -3.11553
H 6.33934 1.26742 -1.03239
H 8.02243 1.67227 -0.80657
H 7.23192 -0.44680 -2.55722
H 7.92947 -0.83379 0.25450
H 7.91992 -2.12206 -0.94251
H 5.41151 -0.64031 -0.33028
H 5.83306 -1.99021 0.59776
H 3.69749 -2.98132 -2.19755
H 3.61456 -2.02794 -0.68141
H 4.10038 -3.71947 -0.67574
C -7.18779 3.30027 8.11799
O -6.92123 2.11232 7.32318
C -6.95519 2.33944 5.90309
C -7.17751 0.99479 5.20543
N -7.08961 1.09303 3.80296
C -7.15241 -0.24553 3.14462
C -6.82099 -0.25580 1.64453
O -6.45557 -1.55392 1.15660
C -5.62944 -1.50270 -0.02264
H -8.18781 3.66510 7.88361
H -6.48961 4.11434 7.92315
H -7.24232 3.10833 9.18957
H -5.96147 2.65471 5.58491
H -7.78687 2.99793 5.65252
H -8.19416 0.70586 5.47196
H -6.53348 0.20681 5.59581
H -7.90979 1.53393 3.41181
H -8.10672 -0.76384 3.23811
H -6.39186 -0.92205 3.53449
H -6.13403 0.53911 1.35421
H -7.72571 0.08975 1.14434
H -5.22624 -2.45605 -0.36419
H -4.68506 -1.03008 0.24730
H -6.03908 -1.02959 -0.91509
C 2.42537 1.88558 2.03103
O 1.60356 0.76906 1.85175
C 2.29322 -0.47764 2.12325
C 1.52097 -1.82567 2.09125
N 1.39622 -2.26063 0.69344
C 0.44745 -3.36975 0.69110
C 0.22851 -3.86296 -0.71704
O -0.54250 -4.99007 -0.68962
C -1.02729 -5.35382 -1.98465
H 3.11158 1.81002 1.18752
H 2.83254 1.78188 3.03679
H 1.88661 2.82561 1.91187
H 2.81619 -0.37622 3.07421
H 3.13363 -0.60154 1.44027
H 0.56347 -1.62266 2.57096
H 2.08934 -2.53716 2.69027
H 0.87943 -1.48446 0.30540
H -0.50265 -2.95090 1.02272
H 0.75680 -4.15738 1.37814
H 1.19268 -4.05140 -1.18924
H -0.19318 -2.98269 -1.20221
H -1.88703 -4.74963 -2.27432
H -1.37709 -6.38455 -1.92691
H -0.26599 -5.22518 -2.75404
C 3.51820 0.74508 -3.00140
O 2.16888 0.60485 -2.72338
C 1.81312 0.68481 -1.34419
C 0.29617 0.83875 -1.23399
N -0.17021 0.26371 0.03370
C -1.51885 0.66483 0.35286
C -1.87357 0.04722 1.68493
O -3.20834 0.47448 1.87853
C -3.46121 0.88310 3.13318
H 3.87835 1.73318 -2.71495
H 3.70833 0.44150 -4.03087
H 4.05448 0.01664 -2.39321
H 2.26069 1.52463 -0.81272
H 2.10088 -0.27460 -0.91426
H -0.19163 0.42795 -2.11796
H 0.13707 1.91657 -1.26729
H 0.42833 0.55776 0.79224
H -2.26257 0.26876 -0.33860
H -1.57840 1.75318 0.35973
H -1.22118 0.27006 2.52921
H -1.87444 -1.04267 1.66954
H -2.81950 1.69953 3.46447
H -3.35561 0.03950 3.81530
H -4.48947 1.24471 3.13065
C 5.44968 -1.92275 -4.95310
O 6.58503 -1.70631 -5.79764
C 6.53219 -2.56195 -6.90724
C 7.39138 -1.88135 -8.04003
N 6.90144 -0.53718 -8.31928
C 7.79252 0.19290 -9.19366
C 7.24511 1.52881 -9.62180
O 6.85717 2.30361 -8.40793
C 6.43952 3.66680 -8.71947
H 5.48024 -1.06096 -4.28640
H 5.52701 -2.94618 -4.58606
H 4.50018 -1.82819 -5.47998
H 5.55983 -2.60673 -7.39776
H 6.99321 -3.49739 -6.59021
H 7.55406 -2.52426 -8.90508
H 8.40745 -1.79423 -7.65517
H 6.65485 -0.00941 -7.49419
H 8.06843 -0.32575 -10.11180
H 8.74716 0.44325 -8.73096
H 6.38516 1.42471 -10.28342
H 7.88674 2.09510 -10.29689
H 5.48202 3.75912 -9.23207
H 7.25256 4.20901 -9.20226
H 6.34927 4.10100 -7.72376
C -3.21114 4.22459 0.45888
O -3.81787 3.40191 -0.56520
C -5.18038 3.05410 -0.32707
C -5.80188 2.36744 -1.57340
N -6.25334 3.30890 -2.60493
C -6.57187 2.57981 -3.80247
C -6.69853 3.52296 -5.02730
O -5.44629 4.21504 -5.23956
C -5.48228 4.99368 -6.45854
H -3.10904 3.66171 1.38670
H -3.83240 5.10897 0.60032
H -2.21510 4.54475 0.15309
H -5.77602 3.95232 -0.16428
H -5.34293 2.48562 0.58864
H -6.64134 1.71063 -1.34532
H -5.03991 1.75497 -2.05545
H -5.47450 3.85139 -2.95020
H -7.53531 2.07114 -3.76865
H -5.79047 1.86116 -4.04953
H -7.54347 4.19109 -4.86061
H -6.85365 2.84360 -5.86546
H -4.62735 5.65546 -6.59729
H -6.35795 5.64253 -6.47561
H -5.57290 4.39077 -7.36207
C -11.05856 -5.68363 7.16565
O -10.46924 -4.42673 7.54170
C -10.05354 -4.49023 8.92711
C -9.13119 -3.26288 9.24486
N -7.94221 -3.24753 8.41403
C -7.25201 -1.94081 8.54020
C -5.86907 -1.82344 7.88433
O -5.99676 -2.00984 6.51498
C -4.79797 -1.88077 5.76826
H -12.10715 -5.79453 7.44180
H -10.43101 -6.54866 7.38016
H -11.06980 -5.51322 6.08912
H -9.43596 -5.36628 9.12517
H -10.96536 -4.55267 9.52108
H -8.93337 -3.46958 10.29663
H -9.75332 -2.38331 9.07929
H -8.15860 -3.43940 7.44632
H -7.23080 -1.70368 9.60388
H -7.95046 -1.23979 8.08322
H -5.24587 -2.63117 8.26810
H -5.40809 -0.86115 8.10706
H -4.95538 -2.00605 4.69699
H -4.16655 -2.65077 6.21156
H -4.37639 -0.89515 5.96556
C 4.69112 2.60781 4.80121
O 4.83436 3.42285 3.64972
C 6.02449 3.36203 2.87970
C 6.03366 4.39349 1.71491
N 4.91117 4.16354 0.82527
C 4.99400 4.96279 -0.37359
C 3.76410 4.69583 -1.31795
O 2.53384 5.12470 -0.78128
C 1.44367 4.83918 -1.63888
H 4.92463 1.55083 4.67325
H 3.65424 2.71637 5.11930
H 5.34815 2.94583 5.60255
H 6.09670 2.37627 2.42019
H 6.96201 3.54478 3.40481
H 6.95906 4.26024 1.15457
H 5.97047 5.40653 2.11222
H 4.01231 4.38347 1.22995
H 5.92677 4.69751 -0.87128
H 4.96747 6.02827 -0.14525
H 3.77637 3.61501 -1.45856
H 4.12910 5.13434 -2.24671
H 1.32254 3.75652 -1.67444
H 1.47211 5.26146 -2.64335
H 0.55716 5.20548 -1.12119

Values from the calculation:
**2S+1**: 1
**HOMO**: -8.4 eV
**E_LUMO**: 0.022 Ha

***

It turns out P is the most stable, with the second structure 61.3 kcal/mol higher.